Record 1
The following is a DFT calculation (ωB97M-V/def2-TZVPD) of C29H20F8InO2P as an isolated structure.

```
! RIJCOSX wB97M-V def2-TZVPD def2/J DEFGRID3
* xyz 0 1
In -0.76879 0.44786 -2.00496
C -3.50603 0.24848 0.58829
C -2.86177 -0.46615 1.74450
C -3.65593 -0.97327 2.76854
C -3.10238 -1.58033 3.88406
C -1.72524 -1.67922 4.00401
C -0.91543 -1.19085 2.99268
C -1.46932 -0.60254 1.85572
P -0.41583 0.11137 0.55619
C 1.26109 -0.58195 0.74200
C 1.33633 -1.96033 0.96023
C 2.55115 -2.62148 0.99148
C 3.71917 -1.90431 0.79001
C 3.65046 -0.54477 0.53352
C 2.43857 0.14347 0.48249
C 2.48731 1.60445 0.10558
C -0.38859 1.87857 0.96545
C -0.05136 2.25961 2.26531
C 0.07032 3.59436 2.60011
C -0.15047 4.55582 1.62037
C -0.50984 4.17862 0.33766
C -0.65123 2.83626 -0.02641
C -1.10083 2.50928 -1.43599
H -4.59094 0.18931 0.64770
H -3.20641 -0.17017 -0.37258
H -3.22897 1.30641 0.58537
H -4.73167 -0.88323 2.68353
H -3.74712 -1.97014 4.66068
H -1.27960 -2.13492 4.87803
H 0.15910 -1.26919 3.09282
H 0.42560 -2.53285 1.08720
H 2.57851 -3.69073 1.15136
H 4.67881 -2.40413 0.80635
H 4.56280 0.00732 0.34207
H 3.48393 1.85172 -0.25713
H 2.25956 2.25856 0.94865
H 1.78407 1.85428 -0.69005
H 0.12553 1.49664 3.01502
H 0.33873 3.88461 3.60688
H -0.05177 5.60650 1.86087
H -0.69799 4.94052 -0.40912
H -0.67814 3.23474 -2.13022
H -2.18673 2.63906 -1.49080
F 1.73710 1.73108 -3.55284
C 2.02501 0.43584 -3.31018
C 1.05582 -0.39390 -2.78236
C 1.43772 -1.69533 -2.52526
F 0.56044 -2.54589 -1.97683
C 2.71063 -2.16828 -2.77673
F 3.04791 -3.43370 -2.50756
C 3.65379 -1.30332 -3.30371
F 4.89479 -1.73443 -3.54081
C 3.31455 0.01149 -3.57476
F 4.23218 0.84564 -4.07142
F -2.10043 -2.41059 -1.14571
C -2.76053 -2.57848 -2.31783
F -1.86555 -3.00211 -3.22503
F -3.65887 -3.53634 -2.13821
C -3.39332 -1.24157 -2.77270
O -4.54473 -1.22486 -3.10589
O -2.58508 -0.23251 -2.70962
*
```

Summary:
HOMO energy = -0.3296 Ha
relative energy (zero: lowest compared OMol25 entry of this formula, charge and spin) = 22.6 kJ/mol
gap between HOMO and LUMO = 9.1 eV

natural (NBO) population analysis, charges in e, atoms 1 to 5: atom 1 (In): 1.493, atom 2 (C): -0.639, atom 3 (C): 0.027, atom 4 (C): -0.199, atom 5 (C): -0.180



Record 2
The following is a DFT calculation (ωB97M-V/def2-TZVPD) of C29H21BrCl2N8O9SZn as an isolated structure.

```
! RIJCOSX wB97M-V def2-TZVPD def2/J DEFGRID3
* xyz -2 1
Zn -2.73989 -1.51315 0.22299
O -5.47694 0.41563 -0.36066
S -5.21379 -0.64981 0.61116
O -6.37194 -1.00961 1.41064
O -4.67509 -1.88012 -0.13920
O -4.02213 -0.27434 1.47054
C -1.76354 3.73063 0.64177
N -2.08270 2.47773 0.00809
C -1.79092 1.23269 0.37535
N -2.17133 0.39872 -0.57101
C -2.75351 1.20535 -1.49859
N -2.70237 2.48120 -1.19978
C -0.68519 4.48719 -0.11780
C -0.62324 5.87439 -0.10629
C 0.33292 6.54947 -0.85824
C 1.23101 5.85088 -1.64973
C 1.17214 4.46219 -1.66297
C 0.22930 3.79077 -0.89233
C 2.04672 3.64456 -2.50735
N 2.75281 3.92481 -3.54742
N 3.30724 2.71116 -3.98544
C 2.87238 1.80863 -3.17545
O 2.08433 2.32987 -2.20692
C 3.06223 0.36166 -3.08529
C 3.42448 -0.42719 -4.16739
C 3.49495 -1.80240 -3.99049
C 3.23066 -2.37541 -2.75410
C 2.90367 -1.57932 -1.66156
C 2.67408 -2.17735 -0.28627
N 2.65111 -1.15247 0.74039
C 1.65895 -0.31861 1.09124
N 2.12522 0.66687 1.83391
C 3.44676 0.38034 1.90088
N 3.81999 -0.70229 1.25366
C 2.81524 -0.21334 -1.84585
H -1.47865 3.51679 1.67223
H -2.67229 4.33206 0.66353
H -1.34928 0.96216 1.32609
H -3.22124 0.82815 -2.38929
H -1.34319 6.43505 0.47884
H 0.36262 7.63168 -0.84001
H 1.96223 6.36150 -2.26151
H 0.18135 2.71296 -0.93413
H 3.60698 0.02962 -5.13047
H 3.74282 -2.43773 -4.83055
H 3.27854 -3.45143 -2.63877
H 3.50186 -2.84033 -0.03658
H 1.74452 -2.74965 -0.24728
H 0.63219 -0.48311 0.80685
H 4.15485 0.97953 2.45060
H 2.55033 0.42698 -1.02060
Cl -3.45086 -1.65392 -3.19076
C -1.77562 -2.15365 -3.43543
Cl -0.71391 -0.72083 -3.70599
C -1.20009 -2.97954 -2.24949
O -0.47424 -3.90898 -2.61084
O -1.50617 -2.62660 -1.08759
H -1.71804 -2.73591 -4.34579
Br -0.26714 -5.69154 7.51630
C -0.61365 -4.54426 6.02785
C -1.08432 -5.09497 4.84886
C -1.33539 -4.25260 3.77466
C -1.10856 -2.88585 3.87802
C -0.63301 -2.36204 5.07286
C -0.38622 -3.18551 6.16127
C -1.35260 -1.96409 2.69445
O -0.93684 -0.80490 2.75916
O -1.91018 -2.52279 1.70237
H -1.25467 -6.16019 4.77299
H -1.71729 -4.63718 2.83808
H -0.45719 -1.29527 5.12322
H -0.02122 -2.78299 7.09638
*
```

Summary:
HOMO energy = -0.1040 Ha
relative energy (zero: lowest compared OMol25 entry of this formula, charge and spin) = 0.0 kJ/mol
gap between HOMO and LUMO = 6.4 eV

Mulliken population analysis, charges in e, atoms 1 to 5: atom 1 (Zn): 1.710, atom 2 (O): -0.707, atom 3 (S): 1.308, atom 4 (O): -0.728, atom 5 (O): -0.635



Record 3
The following is a DFT calculation (ωB97M-V/def2-TZVPD) of C29H21BrN7O3PbSTe4 as an isolated structure.

```
! RIJCOSX wB97M-V def2-TZVPD def2/J DEFGRID3
* xyz -1 1
Pb -0.67456 -0.94701 1.45589
Te -4.00018 -1.43049 0.50562
Te -3.58969 -4.07141 1.01212
Te -3.49908 -3.60776 3.82893
Te -0.93439 -3.19348 3.71017
S 4.59984 -3.64803 -4.58117
N 3.66675 -4.55598 -3.57504
C 3.16139 -3.75508 -2.65440
C 2.32756 -4.15790 -1.56189
C 2.05750 -5.47318 -1.31026
C 0.89914 -5.77086 -0.51000
C 0.43650 -4.75096 0.22772
N 0.64642 -3.41854 0.03706
C 1.73545 -3.09556 -0.75289
C 2.33945 -1.75074 -0.81955
N 1.88119 -0.83617 0.08107
C 2.21846 0.44444 -0.11329
C 3.23355 0.87305 -0.99229
C 3.76155 -0.04216 -1.82724
C 3.24477 -1.39878 -1.85624
C 3.61923 -2.41270 -2.84317
N 4.40433 -2.19585 -3.90642
H 2.80074 -6.18901 -1.66691
H 0.65726 -6.83725 -0.38393
H -0.33178 -4.97808 0.90448
H 1.69330 1.10477 0.58008
H 3.59719 1.88769 -0.82871
H 4.66972 0.14688 -2.41171
Br 3.00907 -3.04860 2.79815
C 2.34136 -1.51283 3.76504
C 3.10734 -1.26329 4.91479
C 2.58129 -0.37391 5.86161
C 1.49990 0.46678 5.51744
C 0.81636 0.16139 4.30255
N 1.27142 -0.78746 3.44153
C -0.49334 0.92398 4.01854
O -0.73151 1.93524 4.70043
O -1.37203 0.47324 3.08560
H 4.14322 -1.70765 5.04617
H 3.13549 -0.32101 6.77402
H 1.28500 1.36482 6.07518
C -4.64962 3.39398 -1.55647
N -3.39719 3.49222 -0.70831
N -2.29898 2.55920 -1.06347
C -1.67754 2.13561 0.10315
O -0.76202 1.29684 0.02996
C -2.34521 2.79272 1.18127
C -3.35739 3.56888 0.64992
C -4.35015 4.41055 1.44362
C -1.62678 2.65816 -2.30186
C -0.92181 1.47711 -2.68883
C -0.49747 1.33582 -4.01362
C -0.72259 2.35831 -4.91552
C -1.27030 3.56467 -4.50542
C -1.70742 3.71779 -3.19969
H -4.84223 2.32210 -1.73209
H -4.41768 3.86239 -2.54422
H -5.50093 3.86206 -1.03844
H -2.30797 2.68578 2.25818
H -4.05660 4.58699 2.46533
H -5.39210 4.05793 1.35181
H -4.21992 5.38494 0.94688
H -0.79756 0.68560 -1.90188
H -0.18750 0.29318 -4.33020
H -0.47723 2.17813 -6.00498
H -1.24859 4.44200 -5.18273
H -2.18238 4.62646 -2.79146
*
```

Summary:
HOMO energy = -0.1151 Ha
relative energy (zero: lowest compared OMol25 entry of this formula, charge and spin) = 96.3 kJ/mol
gap between HOMO and LUMO = 4.3 eV

natural (NBO) population analysis, charges in e, atoms 1 to 5: atom 1 (Pb): 1.251, atom 2 (Te): -0.616, atom 3 (Te): -0.147, atom 4 (Te): -0.068, atom 5 (Te): -0.618



Record 4
The following is a DFT calculation (ωB97M-V/def2-TZVPD) of C29H21FeN6O9S as an isolated structure.

```
! RIJCOSX wB97M-V def2-TZVPD def2/J DEFGRID3
* xyz 0 2
Fe 0.96781 -1.05554 0.63189
O -1.98294 -2.86719 0.25516
C -1.38198 -3.39376 -0.90929
C 0.09161 -3.75670 -0.84191
C 0.41938 -5.00890 -1.34594
C 1.74269 -5.38972 -1.47701
C 2.71240 -4.48121 -1.10573
C 2.31424 -3.25884 -0.59543
N 1.03496 -2.88138 -0.43756
H -1.86524 -1.91435 0.22989
H -1.51637 -2.70742 -1.75295
H -1.92985 -4.30415 -1.14726
H -0.37576 -5.68287 -1.63436
H 2.00311 -6.36767 -1.85944
H 3.76718 -4.69767 -1.19399
H 3.06450 -2.54343 -0.30477
N -0.14318 -1.85711 2.14523
C -0.30879 -0.87003 3.18878
C -0.98333 -1.08905 4.35390
C -1.08373 -0.06571 5.32355
C -0.51153 1.15438 5.10858
C 0.18427 1.41275 3.90359
C 0.78091 2.65814 3.58835
C 1.40072 2.81778 2.38686
C 1.44620 1.73470 1.48126
N 0.91958 0.56545 1.74837
C 0.28404 0.39013 2.94748
H 0.50415 -2.57151 2.47728
H -1.02033 -2.31726 1.91665
H -1.43776 -2.05484 4.53867
H -1.61494 -0.26115 6.24501
H -0.58222 1.93746 5.85266
H 0.73750 3.46709 4.30704
H 1.86871 3.75218 2.11240
H 1.93828 1.82135 0.51923
O 6.83534 0.15236 1.06945
C 5.66324 -0.09308 0.97787
C 4.72525 0.34624 -0.15139
O 5.00300 1.06812 -1.08573
C 3.44319 -0.27710 0.17102
C 3.49819 -0.99210 1.36832
O 2.44962 -1.62600 1.78416
C 4.83723 -0.92172 1.96654
O 5.23609 -1.39175 3.00792
O 2.33627 -0.23134 -0.51423
O -5.25508 4.87183 -1.21535
S -5.33052 5.04426 -2.65398
O -6.57850 4.51703 -3.17937
O -5.14992 6.43680 -3.02114
C -4.00435 4.09828 -3.40277
N -3.79517 4.35070 -4.68166
C -2.83062 3.62485 -5.24155
C -2.10869 2.68050 -4.53110
C -2.42491 2.50705 -3.19037
N -3.39363 3.23360 -2.62291
C -1.73005 1.53291 -2.30128
C -2.09533 1.44126 -0.96185
C -1.41776 0.56271 -0.14304
N -0.42045 -0.22945 -0.56930
C -0.08629 -0.15305 -1.86534
C -0.70690 0.70814 -2.75117
H -2.63342 3.81053 -6.29030
H -1.32977 2.11364 -5.01666
H -2.88589 2.06351 -0.56850
H -1.67082 0.48827 0.90878
H 0.73824 -0.77829 -2.17693
H -0.36190 0.72734 -3.77430
*
```

Summary:
HOMO energy (spin up / spin down) = -0.2548 / -0.2548 Ha
<S²> = 0.7665
gap between HOMO and LUMO (spin up / spin down) = 5.4 / 2.3 eV

natural (NBO) population analysis, charges in e, atoms 1 to 5: atom 1 (Fe): 0.865, atom 2 (O): -0.717, atom 3 (C): -0.093, atom 4 (C): 0.199, atom 5 (C): -0.250



no.,largest force on an atom (eV Å⁻¹)
1,0.38
2,0.44
3,4.89
4,0.52